1:
Below is a cluster of 2 separate species, C3H9O2 in total, with properties calculated with ωB97M-V/def2-TZVPD.

## Properties
LUMO energy   4.4 eV
E_HOMO   -2.47 eV
Net charge   -1
Gap between HOMO and LUMO   6.82 eV

XYZ file:
```
14
C3H9O2 | the Open Molecules 2025 dataset | ωB97M-V/def2-TZVPD
C -0.8958 0.6920 0.1649
O -1.0664 0.3279 1.4318
C -1.1980 -0.4307 -0.8923
C -0.4025 -1.6954 -0.5819
H 0.1672 0.9840 -0.1531
H -1.5402 1.5624 -0.1583
H -0.9623 -0.0539 -1.8920
H -2.2699 -0.6561 -0.8685
H -0.4225 -2.4131 -1.4135
H -0.7781 -2.1623 0.3243
H 0.6457 -1.4321 -0.4211
H 2.1046 1.5276 0.0956
H 2.7882 0.3513 0.6728
O 2.9759 1.0993 0.0813
```



2:
Below is a cluster of 2 separate species, C3H9O2 in total, with properties calculated with ωB97M-V/def2-TZVPD.

## Properties
LUMO energy   4.4 eV
E_HOMO   -3.29 eV
Net charge   -1
Gap between HOMO and LUMO   7.66 eV

XYZ file:
```
14
C3H9O2 | the Open Molecules 2025 dataset | ωB97M-V/def2-TZVPD
C 0.5841 -0.0788 2.5596
O 0.1256 0.5741 1.4094
H 1.6427 -0.3473 2.4333
H -0.0983 -0.9855 2.7234
H 0.4926 0.5716 3.4256
C -0.5634 0.6976 -1.4173
O -1.5909 0.6016 -0.4617
C 0.0147 -0.6490 -1.8601
H 0.2779 1.2857 -1.0299
H -0.9452 1.0989 -2.3744
H -0.4845 0.2916 0.4635
H 0.4563 -1.1590 -0.9842
H 0.8373 -0.6026 -2.5744
H -0.7490 -1.2987 -2.3126
```



In order of decreasing stability: 1, 2.



1:
Below is a structure of composition C30H25Cl5N5O5RuS, with properties calculated with ωB97M-V/def2-TZVPD.

## Properties
LUMO energy (alpha / beta)   3.1 / 3.1 eV
E_HOMO (alpha / beta)   0.91 / -0.88 eV
Expectation value of S²   8.797
Multiplicity   6
Net charge   -2
Gap between HOMO and LUMO (alpha / beta)   2.23 / 4.01 eV

XYZ file:
```
72
C30H25Cl5N5O5RuS | the Open Molecules 2025 dataset | ωB97M-V/def2-TZVPD
Ru 0.1464 0.6846 -0.1551
N -0.9845 -1.5705 0.1982
C -1.7613 -1.5436 1.4492
C -2.0168 -0.1243 1.9515
O -3.0114 0.0811 2.6767
N -1.0872 0.7474 1.5602
C -1.3207 2.1583 1.8464
C -1.7240 2.9059 0.5427
O -2.3222 3.9923 0.6232
O -1.3664 2.2981 -0.5393
H -1.5359 -1.8912 -0.5785
H -0.1390 -2.1153 0.2919
H -1.1990 -2.0309 2.2406
H -2.7260 -2.0421 1.3419
H -0.3924 2.6262 2.1887
H -2.0880 2.3168 2.5985
Cl 1.8813 -1.5626 5.1688
C 2.6344 -0.7436 3.8217
C 3.7603 0.0266 4.0487
C 4.4196 0.6243 2.9755
Cl 5.9168 1.4852 3.3314
C 3.9466 0.5435 1.6718
C 4.6328 1.0832 0.5225
C 4.0858 0.9877 -0.7049
C 2.7017 0.4723 -0.9176
N 2.0655 -0.1384 0.2653
C 2.6940 -0.1456 1.4466
C 2.0960 -0.9762 2.5148
O 1.2344 -1.8429 2.2619
H 4.1526 0.1380 5.0517
H 5.6186 1.5105 0.6678
H 4.6111 1.3285 -1.5957
H 2.7253 -0.3027 -1.6996
Cl 5.6285 -2.5017 -2.2246
C 4.3329 -2.3928 -3.3621
C 3.2930 -3.2934 -3.3076
C 2.2510 -3.1720 -4.2122
C 2.1966 -2.1662 -5.1680
C 1.0272 -1.9906 -6.1212
C 0.2267 -0.6925 -5.9067
N -0.3573 -0.4606 -4.5917
C -1.6356 0.0203 -4.3623
C -1.7319 0.2080 -3.0112
N -0.5484 -0.1457 -2.4149
C 0.2548 -0.5179 -3.3750
O 0.2251 -3.1520 -6.3148
C -1.0342 -3.3566 -5.6559
C -1.0061 -4.1846 -4.4058
C -0.8450 -5.5305 -4.4073
Cl -0.6497 -6.5329 -5.7881
S -0.8907 -6.2044 -2.8278
C -1.1501 -4.6542 -2.1321
C -1.1881 -3.6895 -3.0768
C 3.2977 -1.3168 -5.2266
Cl 3.4469 -0.1189 -6.4888
C 4.3525 -1.4098 -4.3319
H 3.2917 -4.0779 -2.5612
H 1.4410 -3.8822 -4.1653
H 1.4708 -1.8436 -7.1040
H -0.5819 -0.6840 -6.6350
H 0.8961 0.1315 -6.1451
H -2.3389 0.1811 -5.1669
H -2.5437 0.6162 -2.4247
H 1.2771 -0.8283 -3.2385
H -1.6229 -3.8868 -6.4000
H -1.5351 -2.4152 -5.4435
H -1.2346 -4.5546 -1.0569
H -1.3099 -2.6381 -2.8373
H 5.1816 -0.7186 -4.3956
C 1.7012 1.5661 -1.3347
H 1.6312 1.7046 -2.4216
H 1.9892 2.5149 -0.8749
```



2:
Below is a structure of composition C30H25Cl5N5O5RuS, with properties calculated with ωB97M-V/def2-TZVPD.

## Properties
LUMO energy (alpha / beta)   3.6 / 3.6 eV
E_HOMO (alpha / beta)   -0.57 / -2.91 eV
Expectation value of S²   8.799
Multiplicity   6
Net charge   -2
Gap between HOMO and LUMO (alpha / beta)   4.14 / 6.48 eV

XYZ file:
```
72
C30H25Cl5N5O5RuS | the Open Molecules 2025 dataset | ωB97M-V/def2-TZVPD
Ru -0.9315 1.3856 0.1723
N -0.1241 1.7092 -2.8907
C 1.2385 2.1180 -2.5333
C 1.3040 3.1118 -1.3720
O 2.0986 4.0571 -1.4855
N 0.5040 2.8942 -0.3248
C 0.6347 3.8936 0.7222
C -0.1949 3.5642 1.9566
O -0.2381 4.3484 2.8894
O -0.8296 2.4225 1.9386
H -0.1092 0.8811 -3.4744
H -0.5687 2.4420 -3.4304
H 1.7813 2.5856 -3.3585
H 1.8086 1.2333 -2.2406
H 0.3421 4.8899 0.3774
H 1.6771 3.9898 1.0428
Cl -5.2729 0.5933 3.8312
C -5.2030 1.5471 2.3732
C -6.2752 2.3547 2.0683
C -6.2294 3.0867 0.8999
Cl -7.6232 4.0856 0.5205
C -5.1324 3.0606 0.0254
C -5.0913 3.8077 -1.1795
C -3.9466 3.7247 -1.9834
C -2.8948 2.9525 -1.5813
N -2.8824 2.2210 -0.4316
C -4.0073 2.2359 0.3766
C -4.0716 1.4543 1.5506
O -3.1150 0.6171 2.0011
H -7.1317 2.4010 2.7243
H -5.9288 4.4316 -1.4492
H -3.8693 4.2793 -2.9101
H -1.9839 2.9033 -2.1586
Cl 5.4967 0.9229 2.6444
C 4.9083 -0.3473 1.5730
C 4.4152 -1.5140 2.1552
C 3.9126 -2.4919 1.2892
C 3.9121 -2.3140 -0.0761
C 3.3370 -3.3298 -1.0392
C 2.4048 -2.6709 -2.0632
N 1.2398 -1.9037 -1.6081
C -0.0363 -2.1293 -2.0699
C -0.8344 -1.2044 -1.4784
N -0.0640 -0.4008 -0.6714
C 1.1782 -0.8450 -0.7700
O 2.8747 -4.5533 -0.4507
C 1.5073 -4.8330 -0.2059
C 1.0291 -4.4328 1.1621
C 1.3819 -5.0896 2.3007
Cl 2.3737 -6.4929 2.4020
S 0.7810 -4.3477 3.7242
C -0.0078 -3.1411 2.7965
C 0.2044 -3.3102 1.4668
C 4.4296 -1.1179 -0.6608
Cl 5.5431 -1.3797 -2.2567
C 4.9457 -0.1308 0.2191
H 4.4149 -1.6463 3.2266
H 3.5144 -3.4074 1.7025
H 4.1615 -3.6673 -1.6763
H 2.0111 -3.4388 -2.7322
H 3.0422 -2.0005 -2.6384
H -0.2532 -2.9204 -2.7664
H -1.8922 -1.0451 -1.5909
H 2.0391 -0.4420 -0.2618
H 1.4259 -5.9190 -0.2945
H 0.8543 -4.3960 -0.9628
H -0.5731 -2.3633 3.2823
H -0.2078 -2.6513 0.7177
H 5.3370 0.7975 -0.1774
C -2.1817 0.0526 1.0970
H -1.6269 -0.6691 1.6990
H -2.7325 -0.5096 0.3263
```



In order of decreasing stability: 2, 1.



1:
Below is a cluster of 2 separate species, C5H7BrN2 in total, with properties calculated with ωB97M-V/def2-TZVPD.

## Properties
LUMO energy (alpha / beta)   -1.4 / -0.3 eV
E_HOMO (alpha / beta)   -8.71 / -9.33 eV
Net charge   0
Gap between HOMO and LUMO (alpha / beta)   7.31 / 9.00 eV

XYZ file:
```
15
C5H7BrN2 | the Open Molecules 2025 dataset | ωB97M-V/def2-TZVPD
C 1.9522 -0.1276 -0.8026
C 0.8816 0.5388 -0.2118
C 0.3526 -0.4550 0.6172
C 0.6216 2.0627 -0.3285
C -2.7691 -1.1037 0.8226
N 1.9913 -1.4595 -0.5348
N 0.9691 -1.5960 0.3369
Br -4.1028 0.0375 0.0599
H 2.6824 0.3374 -1.5003
H -0.3017 2.3148 0.1365
H 1.3231 2.7108 0.0810
H 0.4673 2.1532 -1.4746
H -2.1914 -1.6263 0.1447
H -2.6975 -1.2275 1.9316
H 0.8214 -2.5594 0.7222
```



2:
Below is the molecule C5H7BrN2, with properties calculated with ωB97M-V/def2-TZVPD.

## Properties
LUMO energy   0.3 eV
E_HOMO   -8.93 eV
Net charge   0
Gap between HOMO and LUMO   9.21 eV
SMILES   C=C=N/N=C(/C)CBr

XYZ file:
```
15
C5H7BrN2 | the Open Molecules 2025 dataset | ωB97M-V/def2-TZVPD
C 0.7124 -2.0414 0.3689
C 0.6411 -3.0355 -0.4810
C -0.8304 0.3617 -0.7005
C 0.0990 0.8935 0.3604
C 0.1555 2.4552 0.5689
N 0.6589 -1.1439 1.2026
N 0.7987 0.1774 1.1586
Br -2.6426 0.3553 -0.0001
H -0.2420 -3.3897 -0.9994
H 1.5362 -3.5231 -0.6522
H -0.9529 0.8986 -1.6452
H -0.6621 -0.7327 -0.9446
H -0.7831 3.0319 0.2078
H 1.1380 2.8859 0.0400
H 0.3734 2.8068 1.5159
```



In order of decreasing stability: 2, 1.



1:
Below is the ion C3H7N4 with charge +1, with properties calculated with ωB97M-V/def2-TZVPD.

## Properties
LUMO energy   -4.9 eV
E_HOMO   -13.45 eV
Net charge   +1
Gap between HOMO and LUMO   8.58 eV
SMILES   NN1C=NC=[NH+]C1

XYZ file:
```
14
C3H7N4 | the Open Molecules 2025 dataset | ωB97M-V/def2-TZVPD
C 0.2466 1.4024 0.0854
C 1.9338 -0.0602 -0.0502
C -0.3309 -0.9768 0.0237
N 1.5431 1.1605 -0.1074
N -0.7539 0.4599 0.0185
N 1.1229 -1.1382 0.0216
N -2.0544 0.5996 0.0342
H 0.0464 2.3859 0.2197
H 3.0710 -0.1203 -0.0163
H -0.8666 -1.4690 1.0283
H -0.6309 -1.5880 -0.9141
H 1.4977 -1.9934 0.3848
H -2.2883 1.5421 -0.2962
H -2.5366 -0.2044 -0.4320
```



2:
Below is a cluster of 2 separate species, C3H7N4 in total, with properties calculated with ωB97M-V/def2-TZVPD.

## Properties
LUMO energy   -5.4 eV
E_HOMO   -15.06 eV
Net charge   +1
Gap between HOMO and LUMO   9.62 eV

XYZ file:
```
14
C3H7N4 | the Open Molecules 2025 dataset | ωB97M-V/def2-TZVPD
C -0.5414 -0.7605 0.0165
C 1.6922 -0.0758 -0.7158
C -1.4482 -0.8373 1.2303
N 0.9942 3.9822 -0.9077
N 1.0114 2.9182 -0.8313
N -0.9196 -0.8493 -1.1897
N 0.8317 -0.2076 0.1477
H 2.6552 0.2671 -0.4654
H -1.5966 0.1124 1.7570
H -0.9564 -1.6176 1.9259
H -2.4315 -1.3459 1.1571
H -1.7887 -1.1827 -1.5112
H 1.4753 -0.3884 -1.7139
H 1.0222 -0.0149 1.1004
```



In order of decreasing stability: 2, 1.